(1)
DFT (ωB97M-V/def2-TZVPD) results for a molecular structure, C41H46OsP2 at a distorted geometry.

XYZ file:
```
90
C41H46OsP2 | the OMol25 dataset | ωB97M-V/def2-TZVPD
Os -0.41 0.24 1.49
C 0.61 1.76 3.27
C 1.14 2.01 2.01
C 2.52 1.61 1.56
C 2.60 0.26 0.84
C 1.52 -0.72 1.20
C 1.06 -0.98 2.51
C 1.71 -0.50 3.78
C 1.21 0.87 4.31
C -1.45 -1.37 1.10
H -0.19 2.43 3.62
H 0.73 2.88 1.49
H 3.25 1.68 2.38
H 2.84 2.36 0.82
H 2.56 0.42 -0.25
H 3.59 -0.18 1.02
H 1.38 -1.56 0.51
H 0.52 -1.92 2.62
H 2.80 -0.44 3.64
H 1.50 -1.23 4.57
H 0.46 0.68 5.08
H 2.09 1.37 4.77
H -2.47 -0.99 0.95
H -1.48 -2.01 1.99
H -1.13 -1.95 0.23
P -0.28 1.38 -2.56
P 0.40 -1.22 -2.33
C 1.51 1.17 -2.45
C 1.86 -0.17 -2.45
C -0.49 2.37 -4.13
C 0.54 2.93 -4.90
C 0.23 3.51 -6.15
C -1.09 3.55 -6.60
C -2.12 3.08 -5.78
C -1.83 2.50 -4.55
C -0.81 2.53 -1.29
C -1.56 2.02 -0.18
C -1.62 2.78 0.99
C -1.23 4.12 0.98
C -0.84 4.70 -0.24
C -0.48 3.89 -1.31
C 0.44 -2.04 -4.04
C -0.03 -1.28 -5.12
C 0.07 -1.79 -6.43
C 0.54 -3.09 -6.64
C 0.96 -3.86 -5.56
C 0.97 -3.32 -4.27
C 0.97 -2.70 -1.44
C -0.03 -3.65 -1.16
C 0.31 -4.85 -0.53
C 1.63 -5.07 -0.12
C 2.64 -4.13 -0.42
C 2.31 -2.98 -1.14
H 2.18 2.04 -2.50
H 2.85 -0.57 -2.66
H 1.57 2.94 -4.52
H 1.03 3.92 -6.76
H -1.31 3.94 -7.60
H -3.16 3.15 -6.09
H -2.62 2.16 -3.88
H -2.11 1.08 -0.28
H -1.92 2.25 1.91
H -1.28 4.71 1.91
H -0.82 5.79 -0.36
H 0.07 4.29 -2.16
H -0.47 -0.29 -4.96
H -0.22 -1.16 -7.26
H 0.54 -3.51 -7.65
H 1.30 -4.88 -5.70
H 1.40 -3.92 -3.46
H -1.05 -3.46 -1.48
H -0.47 -5.60 -0.36
H 1.87 -5.98 0.45
H 3.66 -4.31 -0.07
H 3.10 -2.29 -1.47
C -1.10 0.02 6.79
C -2.19 -0.30 5.76
C -2.52 -1.79 5.88
C -3.43 0.54 6.05
C -1.82 -0.01 4.36
C -1.48 0.13 3.17
H -1.49 -0.15 7.80
H -0.77 1.06 6.72
H -0.23 -0.62 6.66
H -2.85 -2.03 6.90
H -3.32 -2.05 5.19
H -1.63 -2.39 5.66
H -3.19 1.61 6.03
H -4.18 0.34 5.29
H -3.86 0.28 7.02
```

spin multiplicity = 5
orbital gap (alpha / beta) = 7.35 / 5.74 eV
net charge = +2
F_max = 3.10 eV/A
HOMO energy (alpha / beta) = -13.158 / -13.759 eV
⟨S²⟩ = 6.04
LUMO energy (alpha / beta) = -5.807 / -8.016 eV

---

(2)
DFT (ωB97M-V/def2-TZVPD) results for 6 unconnected molecules or ions with the total composition C41H47BrF9N3O15S at a distorted geometry.

XYZ file:
```
117
C41H47BrF9N3O15S | the OMol25 dataset | ωB97M-V/def2-TZVPD
H 3.10 -0.79 1.21
N 2.74 0.12 1.46
C 2.78 0.81 0.41
N 2.36 2.16 0.41
N 3.19 0.24 -0.84
C 1.99 -0.22 -1.57
C 1.69 0.52 -2.85
C 0.40 -0.06 -3.45
C -0.73 1.00 -3.52
C -1.94 0.58 -2.78
C -2.64 1.36 -1.95
S -2.19 3.04 -1.61
O -3.05 3.52 -0.57
O -0.79 3.18 -1.36
C -2.69 4.01 -3.11
F -2.14 3.52 -4.23
F -4.02 3.82 -3.21
C -2.46 5.54 -3.00
F -3.16 6.04 -1.99
F -2.99 6.04 -4.14
C -0.96 6.00 -2.94
F -0.78 6.96 -3.86
F -0.13 4.99 -3.26
C -0.52 6.61 -1.57
F 0.82 6.56 -1.52
F -0.87 7.89 -1.52
F -1.00 5.95 -0.54
C -3.82 0.80 -1.21
O -4.83 1.41 -1.02
C -3.61 -0.60 -0.76
C -4.12 -1.10 0.45
C -4.94 -0.29 1.42
C -4.32 1.01 1.85
O -4.87 2.03 1.90
Br -2.43 0.93 2.37
C -3.80 -2.42 0.77
C -3.02 -3.22 -0.05
C -2.56 -2.73 -1.27
C -2.86 -1.42 -1.61
C -2.38 -0.85 -2.89
O -2.38 -1.47 -3.92
H 2.43 2.52 -0.54
H 1.38 2.20 0.67
H 3.72 0.93 -1.38
H 1.14 -0.09 -0.90
H 2.10 -1.28 -1.78
H 1.65 1.60 -2.71
H 2.50 0.33 -3.55
H 0.59 -0.49 -4.42
H 0.12 -0.89 -2.80
H -0.92 1.17 -4.58
H -0.32 1.92 -3.14
H -5.91 -0.07 0.99
H -5.08 -0.89 2.32
H -4.16 -2.83 1.70
H -2.78 -4.22 0.29
H -1.96 -3.34 -1.93
O 5.76 2.92 0.93
C 5.52 4.08 1.05
C 4.15 4.74 1.18
C 4.46 6.20 0.87
C 5.91 6.32 1.33
O 6.49 5.03 1.10
H 3.80 4.60 2.20
H 3.45 4.30 0.49
H 3.80 6.91 1.36
H 4.40 6.37 -0.20
H 5.99 6.55 2.40
H 6.47 7.07 0.77
O 1.14 -3.13 1.53
C 1.30 -3.17 2.72
C 1.73 -2.04 3.64
C 2.14 -2.80 4.90
C 1.25 -4.03 4.84
O 1.08 -4.30 3.43
H 0.87 -1.39 3.82
H 2.54 -1.48 3.21
H 2.01 -2.22 5.82
H 3.19 -3.09 4.83
H 0.27 -3.85 5.28
H 1.70 -4.90 5.31
O -2.54 -6.81 -0.60
C -1.44 -6.67 -0.15
C -0.13 -6.87 -0.88
C 0.88 -6.94 0.27
C 0.20 -6.09 1.33
O -1.21 -6.27 1.11
H 0.05 -6.00 -1.52
H -0.15 -7.77 -1.48
H 1.88 -6.60 0.02
H 0.96 -7.98 0.62
H 0.44 -5.02 1.23
H 0.44 -6.39 2.35
O 1.35 0.56 -6.88
C 0.39 -0.04 -7.24
C 0.18 -0.78 -8.55
C -1.33 -1.00 -8.57
C -1.66 -1.06 -7.09
O -0.70 -0.19 -6.45
H 0.73 -1.72 -8.50
H 0.54 -0.19 -9.38
H -1.64 -1.89 -9.12
H -1.82 -0.14 -9.03
H -1.54 -2.06 -6.66
H -2.66 -0.70 -6.86
O -0.53 -1.51 6.32
C -0.38 -1.60 7.50
C 0.03 -0.51 8.47
C 0.43 -1.30 9.72
C -0.46 -2.54 9.59
O -0.61 -2.75 8.18
H -0.83 0.14 8.65
H 0.85 0.08 8.06
H 0.28 -0.76 10.65
H 1.48 -1.59 9.65
H -1.45 -2.38 10.03
H -0.01 -3.42 10.04
```

spin multiplicity = 1
orbital gap = 7.76 eV
net charge = 0
relative energy (zero: lowest compared OMol25 entry of this formula, charge and spin) = 12.56 kJ/mol
F_max = 1.93 eV/A
structure (SMILES) = [H]/N=C(/N)NCCCCC1=C(S(=O)(=O)C(F)(F)C(F)(F)C(F)(F)C(F)(F)F)C(=O)c2c(CC(=O)Br)cccc2C1=O.O=C1CCCO1.O=C1CCCO1.O=C1CCCO1.O=C1CCCO1.O=C1CCCO1
HOMO energy = -9.086 eV
LUMO energy = -1.327 eV

---

(3)
DFT (ωB97M-V/def2-TZVPD) results for a molecular structure, C41H47N2O2P2PdS2SeSi.

XYZ file:
```
99
C41H47N2O2P2PdS2SeSi | the OMol25 dataset | ωB97M-V/def2-TZVPD
Pd -0.03 0.12 -0.61
C 3.16 0.67 6.93
S 2.28 -0.86 7.33
C 0.84 -0.67 6.26
C 1.17 -0.63 4.78
C -0.09 -0.44 3.95
N 0.15 -0.17 2.53
P -0.21 -1.29 1.30
C 0.79 -2.74 1.78
C 0.41 -3.64 2.78
C 1.26 -4.65 3.19
C 2.51 -4.79 2.59
C 2.89 -3.91 1.58
C 2.03 -2.89 1.18
C -1.92 -1.78 1.64
C -2.83 -0.75 1.91
C -4.17 -1.04 2.09
C -4.62 -2.35 2.01
C -3.73 -3.37 1.72
C -2.38 -3.09 1.53
P 0.75 1.30 1.86
C 0.55 2.42 3.30
C -0.74 2.89 3.54
C -0.99 3.74 4.61
C 0.05 4.15 5.44
C 1.34 3.70 5.19
C 1.59 2.84 4.13
C 2.57 1.14 1.73
C 3.17 2.10 0.91
C 4.53 2.06 0.66
C 5.30 1.03 1.18
C 4.70 0.04 1.95
C 3.34 0.10 2.23
H 3.98 0.77 7.64
H 2.49 1.53 7.03
H 3.57 0.65 5.92
H 0.31 0.24 6.56
H 0.19 -1.51 6.50
H 1.69 -1.55 4.49
H 1.84 0.21 4.58
H -0.68 0.38 4.37
H -0.73 -1.33 4.02
H -0.57 -3.55 3.25
H 0.96 -5.34 3.96
H 3.18 -5.58 2.90
H 3.86 -4.01 1.10
H 2.33 -2.22 0.38
H -2.49 0.28 1.91
H -4.87 -0.23 2.28
H -5.67 -2.57 2.15
H -4.08 -4.39 1.62
H -1.70 -3.89 1.27
H -1.55 2.60 2.88
H -2.00 4.10 4.79
H -0.15 4.82 6.27
H 2.16 4.03 5.82
H 2.60 2.50 3.93
H 2.55 2.86 0.43
H 4.97 2.80 0.00
H 6.36 0.98 0.96
H 5.29 -0.78 2.33
H 2.88 -0.70 2.80
O -2.12 1.84 -0.04
C -1.47 2.59 -0.77
C -1.92 3.99 -1.17
C -0.74 4.50 -2.00
C 0.25 3.32 -2.00
O 1.34 3.39 -2.53
N -0.27 2.26 -1.31
H -2.12 4.58 -0.27
H -2.85 3.91 -1.73
H -0.24 5.36 -1.56
H -1.00 4.75 -3.02
S -1.65 -0.99 -2.00
C -1.52 -2.73 -1.80
C -2.64 -3.54 -2.06
C -2.58 -4.91 -1.91
C -1.41 -5.53 -1.49
C -0.29 -4.75 -1.24
C -0.34 -3.37 -1.41
H -3.57 -3.06 -2.37
H -3.47 -5.51 -2.12
H -1.37 -6.61 -1.36
H 0.63 -5.21 -0.91
H 0.55 -2.77 -1.26
C 0.68 0.82 -4.51
Si 1.85 -0.50 -3.88
C 1.22 -2.17 -4.45
C 3.52 -0.21 -4.69
Se 2.24 -0.45 -1.65
H 0.37 0.58 -5.53
H 1.17 1.80 -4.50
H -0.21 0.88 -3.89
H 1.20 -2.23 -5.54
H 0.20 -2.33 -4.08
H 1.84 -2.98 -4.06
H 3.43 -0.22 -5.78
H 4.24 -0.98 -4.40
H 3.92 0.76 -4.38
```

spin multiplicity = 3
orbital gap (alpha / beta) = 6.37 / 6.21 eV
net charge = -1
relative energy (zero: lowest compared OMol25 entry of this formula, charge and spin) = 0.00 kJ/mol
F_max = 0.33 eV/A
HOMO energy (alpha / beta) = -4.163 / -4.344 eV
⟨S²⟩ = 2.01
LUMO energy (alpha / beta) = 2.204 / 1.865 eV

---

(4)
DFT (ωB97M-V/def2-TZVPD) results for a molecular structure, C41H48AsBiN3O5PS5 at a distorted geometry.

XYZ file:
```
105
C41H48AsBiN3O5PS5 | the OMol25 dataset | ωB97M-V/def2-TZVPD
Bi 0.40 1.47 0.79
C 3.93 -0.11 2.20
C 4.63 0.90 1.32
S 3.49 1.72 0.12
C 4.03 3.46 0.26
C 3.72 4.15 1.57
S 1.99 3.88 2.13
C 2.22 3.21 3.82
C 3.05 1.95 3.97
S 2.42 0.49 3.04
H 3.59 -0.96 1.61
H 4.61 -0.47 2.98
H 5.14 1.67 1.89
H 5.38 0.38 0.72
H 5.10 3.48 0.06
H 3.49 3.94 -0.55
H 4.38 3.85 2.38
H 3.83 5.23 1.43
H 2.67 4.00 4.41
H 1.20 3.04 4.17
H 4.08 2.10 3.66
H 3.04 1.66 5.02
C -1.09 -3.64 -5.04
C -1.83 -2.60 -4.50
C -1.50 -2.07 -3.27
C -0.41 -2.59 -2.57
C 0.31 -3.67 -3.09
C -0.04 -4.19 -4.32
P 0.13 -1.87 -1.00
C 1.93 -1.76 -1.06
C 2.70 -2.83 -0.61
C 4.07 -2.81 -0.80
C 4.67 -1.75 -1.46
C 3.90 -0.69 -1.93
C 2.53 -0.69 -1.73
C -0.26 -2.99 0.35
C -1.14 -4.05 0.14
C -1.42 -4.91 1.19
C -0.81 -4.73 2.42
C 0.08 -3.68 2.62
C 0.34 -2.80 1.59
H -1.33 -4.03 -6.02
H -2.65 -2.18 -5.05
H -2.08 -1.26 -2.86
H 1.14 -4.09 -2.53
H 0.52 -5.02 -4.73
H 2.23 -3.67 -0.11
H 4.66 -3.65 -0.46
H 5.73 -1.75 -1.62
H 4.35 0.13 -2.45
H 1.93 0.13 -2.09
H -1.60 -4.19 -0.83
H -2.09 -5.74 1.03
H -1.02 -5.42 3.22
H 0.56 -3.55 3.57
H 1.01 -1.96 1.74
C -3.97 4.68 0.89
As -2.84 3.39 -0.02
C -4.02 1.88 -0.39
C -2.36 4.29 -1.68
S -1.46 3.01 1.60
H -4.94 4.79 0.39
H -3.47 5.65 0.90
H -4.13 4.36 1.92
H -4.87 2.25 -0.96
H -4.35 1.47 0.56
H -3.49 1.12 -0.95
H -3.22 4.89 -1.99
H -2.12 3.56 -2.44
H -1.51 4.94 -1.51
C -5.48 -2.66 4.18
C -4.04 -2.32 4.21
C -3.17 -2.70 5.20
C -1.82 -2.29 5.11
N -1.39 -1.56 4.10
C -2.22 -1.20 3.14
S -1.78 -0.33 1.77
N -3.54 -1.58 3.20
C -0.83 -2.71 6.13
H -5.71 -3.47 4.88
H -5.79 -2.96 3.18
H -6.08 -1.79 4.46
H -3.51 -3.29 6.03
H -4.14 -1.27 2.44
H -1.26 -2.74 7.13
H 0.03 -2.04 6.10
H -0.49 -3.72 5.89
O -1.67 0.08 -1.25
C -0.64 -0.15 -0.68
O 1.93 2.74 -1.72
C 0.75 2.68 -2.00
O -0.20 2.53 -1.13
C 0.30 2.66 -3.44
C -0.11 1.43 -3.94
C -0.41 1.30 -5.28
C -0.31 2.41 -6.11
C 0.07 3.65 -5.61
C 0.38 3.77 -4.27
N -0.58 2.26 -7.53
O -0.79 1.14 -7.92
O -0.56 3.26 -8.21
H -0.19 0.57 -3.30
H -0.71 0.34 -5.70
H 0.12 4.50 -6.28
H 0.70 4.72 -3.87
```

spin multiplicity = 1
orbital gap = 7.33 eV
net charge = +2
relative energy (zero: lowest compared OMol25 entry of this formula, charge and spin) = 204.22 kJ/mol
F_max = 1.19 eV/A
HOMO energy = -12.351 eV
LUMO energy = -5.023 eV

---

- What is the formula in the first record?
  C41H46OsP2